The following is a quantum chemistry calculation of a 12-piece molecular cluster, C52H50F7N5 overall at a distorted geometry, from the Open Molecules 2025 dataset.

Results
Frontier orbital gap (spin up / spin down) ... 6.60 / 2.24 eV
E_tot ... -81196.0442 eV
Energy above the lowest of the compared OMol25 structures with the same formula, charge and spin ... 0.000 eV

The geometry in ORCA input format:
```
! wB97M-V def2-TZVPD RIJCOSX def2/J DEFGRID3
* xyz 1 2
F -15.53149 5.32195 -7.89724
C -14.78693 5.40101 -6.77105
C -13.42362 5.16463 -6.75204
C -12.76092 5.14832 -5.51030
C -13.47489 5.44878 -4.29524
C -14.81685 5.80186 -4.35235
C -15.43150 5.76154 -5.57604
H -12.85413 4.97455 -7.64979
H -11.71839 4.86787 -5.48051
H -12.99242 5.25334 -3.34896
H -15.31798 5.93166 -3.40450
H -16.48097 6.01579 -5.55720
F -15.88125 1.05765 5.07032
C -15.56922 2.28559 4.64631
C -14.65867 2.97177 5.38765
C -14.21330 4.25412 4.95495
C -14.71866 4.77348 3.78325
C -15.59445 4.04386 2.94356
C -16.01833 2.79653 3.45751
H -14.13684 2.57472 6.24581
H -13.41187 4.77009 5.46277
H -14.36616 5.73195 3.43183
H -16.02297 4.46189 2.04466
H -16.66918 2.25120 2.79012
F -13.32690 -1.98696 -4.40505
C -13.73424 -0.71800 -4.24779
C -12.82121 0.22874 -3.76689
C -13.20159 1.53503 -3.61158
C -14.55604 1.88540 -3.84324
C -15.45950 0.90428 -4.23355
C -15.06282 -0.39836 -4.47338
H -11.79931 -0.03478 -3.53736
H -12.64414 2.36950 -3.21245
H -14.79695 2.92976 -3.71032
H -16.48279 1.13504 -4.49050
H -15.77753 -1.12999 -4.82024
F -17.61573 3.62315 -3.99769
C -18.55547 3.67600 -4.93581
C -19.89166 3.91557 -4.57297
C -20.89975 4.02246 -5.51583
C -20.51615 3.99399 -6.85708
C -19.17592 4.04063 -7.23059
C -18.21464 3.75236 -6.27086
H -20.10210 4.00679 -3.51761
H -21.93059 4.16814 -5.22853
H -21.21373 4.15366 -7.66596
H -18.87575 4.19377 -8.25667
H -17.16303 3.67144 -6.50319
F -23.02046 6.21030 -0.74972
C -22.41225 5.00381 -1.02962
C -21.16853 4.70362 -0.46850
C -20.55448 3.44336 -0.68483
C -21.14797 2.49144 -1.57617
C -22.32035 2.91807 -2.22365
C -22.93006 4.14268 -2.00041
H -20.65573 5.48015 0.07962
H -19.64559 3.19753 -0.15579
H -20.71401 1.51545 -1.73589
H -22.82037 2.24123 -2.90061
H -23.85065 4.40954 -2.49811
F -13.73312 -5.14893 1.37128
C -14.40333 -3.99784 1.55746
C -15.49349 -3.74311 0.76989
C -16.12977 -2.53243 0.90070
C -15.72841 -1.62361 1.91076
C -14.65507 -1.93100 2.68720
C -14.03562 -3.11413 2.58239
H -15.78978 -4.49332 0.05170
H -16.91345 -2.33208 0.18507
H -16.15325 -0.63137 1.94770
H -14.32637 -1.25777 3.46509
H -13.19246 -3.40162 3.19299
F -17.82366 -2.67130 -2.02705
C -18.29701 -1.80174 -2.92545
C -18.46424 -0.50736 -2.53668
C -18.93050 0.41261 -3.47745
C -19.22095 -0.05344 -4.74207
C -18.98248 -1.30481 -5.16624
C -18.46051 -2.23748 -4.23825
H -18.27021 -0.17634 -1.52714
H -19.11601 1.43476 -3.18218
H -19.64413 0.64476 -5.44906
H -19.13518 -1.57238 -6.20137
H -18.25474 -3.27714 -4.44604
C -13.86337 -0.08078 -0.31337
C -12.60735 -0.62595 0.20650
N -11.60181 -0.98810 0.61459
H -13.57053 0.77818 -0.91714
H -14.50965 0.18373 0.52355
H -14.34959 -0.78583 -0.98761
C -12.38015 7.29968 -0.95311
C -13.58319 6.50214 -0.78675
N -14.60325 5.99087 -0.68590
H -12.19049 7.86254 -0.03915
H -12.62293 8.06517 -1.69012
H -11.54877 6.60303 -1.06073
C -17.02530 3.69927 -1.24193
C -16.96148 2.47975 -0.46654
N -16.98527 1.46862 0.14516
H -17.96495 3.85378 -1.77231
H -16.24521 3.74846 -2.00163
H -16.81273 4.52245 -0.55982
C -21.09203 7.55353 -3.53094
C -19.84358 6.92703 -3.09333
N -18.77802 6.45766 -2.75418
H -21.54185 6.75356 -4.11900
H -20.81711 8.33901 -4.23489
H -21.62044 7.89582 -2.64116
C -18.37921 7.15405 1.04771
C -18.67358 5.88957 1.74374
N -18.91069 4.91467 2.24719
H -18.28250 6.90689 -0.00948
H -17.46690 7.55019 1.49366
H -19.14222 7.86886 1.35589
*
```